C41H59AsCrN2PSSb | ωB97M-V/def2-TZVPD

Cartesian coordinates (Å):
H -0.15 2.96 -5.21
C 0.75 2.75 1.90
P 0.62 -0.89 -1.23
C 1.86 3.18 2.85
C 0.20 4.58 -3.85
C -1.26 4.69 -1.95
C -1.39 2.62 4.56
H 1.50 3.63 0.08
H -2.03 -1.79 -0.67
H 0.22 -4.10 2.31
H 0.26 6.14 -2.38
H -5.23 -1.54 -1.18
H -3.25 -1.13 -2.58
C 2.25 -1.29 -3.53
C -1.52 -4.94 -1.80
N 2.10 -3.17 0.53
H 4.18 -2.28 3.21
H -3.20 -3.93 -0.92
C -5.06 -0.56 -1.60
C -2.57 1.89 1.03
H 1.74 -0.94 4.42
H 1.51 3.36 3.87
C -1.48 2.88 -3.53
C -0.94 -0.01 -3.44
H -3.18 0.01 3.07
C -0.21 5.22 -2.69
C 1.24 2.64 0.46
C 2.27 -4.08 1.70
As -2.29 1.24 -4.22
H -2.72 3.12 -1.79
C 3.38 -2.90 -0.17
C 1.19 -3.80 2.72
H 3.14 -2.49 -1.15
H -0.09 0.08 -4.10
H 0.24 -2.19 3.49
C 4.13 0.56 -2.62
C -2.84 -0.40 2.12
H 3.93 -3.83 -0.33
H -2.97 2.38 1.91
H 4.85 -1.32 -0.11
H 1.49 -3.64 -0.14
C -0.19 -4.82 -2.20
H -3.41 1.71 0.35
H 3.45 -1.40 -5.30
H 4.86 1.28 -2.28
C 0.27 1.02 5.63
H -1.56 0.09 0.47
H 1.00 5.01 -4.45
C -0.80 1.22 4.56
H 0.60 -0.01 5.71
C -0.44 3.42 -4.27
C -6.00 0.45 -1.39
H 3.26 -3.91 2.14
C -5.82 1.69 -1.99
C 4.28 -0.03 -3.88
C -0.17 -2.51 -1.51
H -0.06 1.29 -1.97
H 1.14 1.67 5.47
H -1.61 5.20 -1.06
C 4.27 -1.92 0.59
C 3.05 0.22 -1.83
Cr 1.09 -1.32 1.14
C 2.10 -0.71 -2.27
H 2.93 0.69 -0.86
H 1.35 -4.38 3.63
C -1.89 3.52 -2.36
H 0.48 2.23 -0.21
H 2.68 2.45 2.89
H -0.62 3.40 4.50
H -0.10 3.43 1.97
C -1.50 -2.64 -1.08
C -0.57 0.33 -2.01
Sb -0.05 0.83 2.52
C -2.17 -3.85 -1.23
H 2.14 2.02 0.41
C -3.74 0.93 -2.97
H 1.51 -3.55 -2.40
C -1.91 0.56 1.39
H -2.12 2.79 3.77
H 2.29 4.12 2.49
H -2.36 -1.37 2.33
H -6.88 0.26 -0.80
H -1.91 2.76 5.51
H 1.53 -2.00 -3.91
C 3.49 -1.44 3.29
C -3.94 -0.32 -2.38
H -1.58 0.48 4.68
H 0.32 -5.66 -2.66
H -1.46 0.41 -1.39
C 3.34 -0.95 -4.33
H -2.04 -5.87 -1.93
N 1.12 -2.34 3.01
C -4.70 1.93 -2.78
H -1.88 2.57 0.53
H 5.12 0.24 -4.50
C 2.16 -1.82 3.95
H -6.56 2.47 -1.86
C 0.48 -3.62 -2.06
H 4.97 -2.41 1.27
H -4.59 2.88 -3.28
H 3.99 -0.68 3.90
H -3.72 -0.59 1.51
S 3.32 -0.72 1.61
H 2.23 -5.12 1.39
H -0.16 1.29 6.60
H 2.36 -2.56 4.73
H -1.34 -1.02 -3.54

Calculated values
⟨S²⟩: 3.94
Spin multiplicity: 4
Kohn-Sham gap (alpha / beta): 0.137 / 0.196 hartree
Total charge: +3



C41H59BrMgN6O3P | ωB97M-V/def2-TZVPD

Cartesian coordinates (Å):
H 0.04 3.90 3.06
H 1.99 0.03 1.61
H -2.03 3.66 0.71
C -2.81 -1.00 2.51
C 2.32 4.99 2.19
C -4.22 -1.41 5.18
C -5.24 -2.01 5.89
C -5.09 0.74 5.75
C -6.20 -1.24 6.53
H -1.16 1.82 -0.83
H 3.54 -3.19 -4.32
H 2.93 -2.51 -0.90
C -3.21 -5.19 -3.30
C -1.01 2.60 -1.58
H -0.67 -3.05 0.01
H -5.28 -3.09 5.96
C -2.62 -4.82 -1.00
C 2.86 -4.03 -4.18
C -1.81 4.36 -0.10
C 2.46 3.48 -0.69
H -1.26 5.15 -2.54
H 3.23 2.26 -2.28
C 1.04 -4.55 -2.61
H -0.21 6.61 0.48
C -1.65 -2.59 -0.26
H 3.15 5.29 1.55
H 3.37 -4.76 -3.53
C 1.40 -2.25 -3.30
C 1.72 0.02 -4.08
H 0.96 0.52 -4.68
H 0.77 -5.46 -3.16
N 1.64 -3.60 -3.53
H -2.84 1.66 4.68
C -2.40 -3.05 -2.60
C -3.09 -5.66 -2.01
C -3.08 0.67 4.32
C 3.00 4.80 -1.24
H -6.85 0.76 6.96
H 2.75 -2.02 -6.10
H 0.01 5.92 -1.60
C 2.26 2.52 -1.86
H -2.34 -4.60 0.87
H -7.00 -1.71 7.08
C -2.27 -3.50 -1.30
H 1.50 6.61 0.02
C 4.14 -5.80 2.05
C 0.96 5.04 1.47
H -0.28 2.23 -2.30
Mg -0.26 -0.62 0.62
H 0.40 4.62 -2.73
H -3.88 -1.26 2.47
N -1.96 -1.67 1.84
N 4.60 -6.83 2.29
H 1.27 -1.06 -6.33
H 1.66 2.94 -2.67
C 0.80 6.43 0.85
H -2.96 -3.51 -4.62
H 2.69 0.46 -4.32
C 1.87 -0.72 0.83
H 1.79 1.59 -1.52
N 1.73 -1.41 -4.33
H -1.11 4.96 2.24
H -3.45 -2.03 4.74
H 1.16 -2.75 -5.82
H 2.19 -0.30 -0.13
N 0.65 2.20 1.07
O 0.93 -1.85 -2.25
H -2.10 -2.02 -2.79
H 2.51 4.00 2.59
C 3.52 2.82 0.20
H 3.09 1.98 0.74
H -1.95 2.76 -2.11
C 2.55 -2.48 2.46
H -2.68 4.37 -0.77
H 3.90 4.58 -1.82
Br -1.02 1.30 2.36
H 4.34 2.45 -0.43
P 0.83 3.52 0.32
C -2.43 0.21 3.24
C -6.12 0.15 6.46
H 2.29 5.70 3.03
H 0.08 5.65 3.33
C -0.58 3.92 -0.91
H -3.42 -2.52 0.80
H -1.71 5.36 0.31
H -3.34 -6.68 -1.75
C 1.74 -1.84 -5.71
C -4.14 -0.02 5.07
O -2.50 -5.34 0.25
H 3.30 5.49 -0.45
H 2.69 -4.50 -5.15
H 1.72 -4.81 -1.80
H 0.14 -4.12 -2.19
N -2.44 -2.70 1.03
H 3.90 -4.70 -0.38
H -3.57 -5.85 -4.08
H 3.13 -4.05 3.79
C 3.08 -3.71 2.76
C -2.87 -3.88 -3.61
C 3.52 -4.08 0.42
H 2.17 -1.85 3.26
C -0.08 4.87 2.58
H 2.30 5.31 -1.89
C -0.33 4.96 -2.00
C 2.98 -2.85 0.13
C 2.47 -2.00 1.13
H -5.03 1.82 5.70
C 3.58 -4.53 1.74
H 1.01 7.19 1.61
O -1.53 -1.31 -0.64
H 1.50 0.18 -3.03
H 3.96 3.51 0.93

Calculated values
Spin multiplicity: 1
Energy relative to the best compared isomer or geometry (same formula, charge and spin): 228.06 kJ/mol
Kohn-Sham gap: 0.242 hartree
Total charge: -1